{"formula": "C30H75Cl8NO23S7", "method": "the ωB97M-V functional and the def2-TZVPD basis", "gap_ev": 10.34, "homo_ev": -10.3, "smiles": "CCOS(C)(=O)=O.CCOS(C)(=O)=O.CCOS(C)(=O)=O.CCOS(C)(=O)=O.CCOS(C)(=O)=O.CCOS(C)(=O)=O.CCOS(C)(=O)=O.C[N+](=O)[O-].ClCCCl.ClCCCl.ClCCCl.ClCCCl", "elements": ["C", "C", "O", "S", "C", "O", "O", "H", "H", "H", "H", "H", "H", "H", "H", "C", "C", "O", "S", "C", "O", "O", "H", "H", "H", "H", "H", "H", "H", "H", "C", "C", "O", "S", "C", "O", "O", "H", "H", "H", "H", "H", "H", "H", "H", "C", "C", "O", "S", "C", "O", "O", "H", "H", "H", "H", "H", "H", "H", "H", "C", "C", "O", "S", "C", "O", "O", "H", "H", "H", "H", "H", "H", "H", "H", "C", "C", "O", "S", "C", "O", "O", "H", "H", "H", "H", "H", "H", "H", "H", "C", "C", "O", "S", "C", "O", "O", "H", "H", "H", "H", "H", "H", "H", "H", "C", "N", "O", "O", "H", "H", "H", "Cl", "C", "C", "Cl", "H", "H", "H", "H", "Cl", "C", "C", "Cl", "H", "H", "H", "H", "Cl", "C", "C", "Cl", "H", "H", "H", "H", "Cl", "C", "C", "Cl", "H", "H", "H", "H"], "xyz": [[-0.1484, 5.0174, 0.1677], [0.0792, 3.5984, -0.0673], [1.3519, 3.1794, 0.6100], [2.6839, 3.2290, -0.2208], [2.5704, 1.8601, -1.2891], [2.7020, 4.4329, -0.9735], [3.7207, 3.0641, 0.7170], [-0.1097, 5.2294, 1.2457], [-1.1714, 5.1815, -0.1724], [0.5717, 5.6640, -0.3211], [-0.6953, 3.0302, 0.4534], [0.0876, 3.2943, -1.1157], [2.4363, 1.0010, -0.6375], [3.5274, 1.8247, -1.7966], [1.7814, 2.0658, -2.0141], [8.5357, 2.2998, 3.8750], [8.0523, 1.0924, 3.1377], [7.0156, 0.5039, 3.9796], [5.9932, -0.5499, 3.3999], [4.7551, 0.4532, 2.6203], [6.6816, -1.3261, 2.4152], [5.3882, -1.2152, 4.5357], [7.8424, 3.0973, 4.1211], [9.3278, 2.7899, 3.3147], [8.9428, 1.9434, 4.8442], [7.6593, 1.3339, 2.1402], [8.8729, 0.3586, 3.0715], [4.3862, 1.1338, 3.3904], [3.9510, -0.2389, 2.3620], [5.2108, 0.8634, 1.7259], [5.5600, 3.3736, -3.5715], [4.4839, 4.0568, -4.3422], [3.2198, 3.3200, -4.2209], [1.8439, 3.7479, -4.8518], [1.2906, 5.1544, -3.8784], [1.9860, 4.2005, -6.2285], [0.9670, 2.6405, -4.5184], [5.2210, 3.0295, -2.5930], [6.3341, 4.1403, -3.5042], [5.9369, 2.4839, -4.0517], [4.2511, 5.0551, -3.9698], [4.8386, 4.1735, -5.3757], [1.4446, 4.9246, -2.8232], [0.2302, 5.1732, -4.1591], [1.8400, 6.0219, -4.2523], [-5.4467, -0.6098, -1.4280], [-5.8559, 0.7725, -1.9187], [-4.6569, 1.6653, -1.8785], [-4.7658, 3.2416, -1.7040], [-5.1854, 3.7445, -3.3286], [-5.8248, 3.5565, -0.7810], [-3.4474, 3.7254, -1.3841], [-6.1445, -1.3026, -1.8972], [-5.3982, -0.7400, -0.3342], [-4.5129, -0.8882, -1.9114], [-6.1306, 0.7780, -2.9727], [-6.6900, 1.1367, -1.3374], [-5.2008, 4.8322, -3.3978], [-6.1788, 3.3201, -3.5124], [-4.4718, 3.2986, -4.0154], [4.5235, -3.9995, 2.3478], [3.7375, -3.0774, 1.5452], [3.2396, -3.7934, 0.3911], [4.0055, -3.6761, -0.9527], [3.0986, -2.3726, -1.7599], [5.3505, -3.2364, -0.7316], [3.8026, -4.8655, -1.7110], [5.4413, -4.2659, 1.8437], [3.9055, -4.8875, 2.5007], [4.6730, -3.5457, 3.3131], [2.8012, -2.7858, 2.0231], [4.2734, -2.1623, 1.3062], [3.2312, -1.4698, -1.1549], [2.0381, -2.6370, -1.8120], [3.5764, -2.2593, -2.7448], [-1.4069, 1.1249, -2.3330], [-1.2874, -0.1163, -1.5552], [-0.1837, 0.1807, -0.5952], [0.4308, -0.9432, 0.3824], [-0.7699, -0.8986, 1.8700], [0.3498, -2.2265, -0.2488], [1.7128, -0.4533, 0.8077], [-0.4192, 1.4072, -2.7228], [-1.7951, 1.9660, -1.7696], [-2.1156, 0.9216, -3.1491], [-2.2116, -0.4189, -1.0382], [-0.9624, -0.9343, -2.2017], [-1.8097, -0.9604, 1.5063], [-0.6805, 0.0433, 2.4113], [-0.5705, -1.7895, 2.4726], [-5.2417, -2.3397, 6.3710], [-3.9464, -2.0287, 5.7035], [-4.1775, -2.3685, 4.3022], [-3.3225, -3.3399, 3.4430], [-3.9823, -4.9610, 3.7625], [-3.5900, -3.0187, 2.0805], [-1.9621, -3.3484, 3.8943], [-5.9850, -1.6637, 5.9645], [-5.1789, -2.1406, 7.4480], [-5.5866, -3.3564, 6.2585], [-3.8057, -0.9450, 5.6317], [-3.1309, -2.5926, 6.1733], [-4.0511, -5.1192, 4.8373], [-3.2418, -5.6202, 3.3226], [-4.9388, -5.0927, 3.2748], [-0.4523, -5.2693, -3.6622], [0.2803, -3.9616, -3.8797], [-0.2774, -2.9598, -3.5197], [1.3186, -4.0417, -4.4803], [0.1877, -5.9471, -3.1001], [-0.6215, -5.7280, -4.6196], [-1.3630, -5.0519, -3.1184], [-2.7172, -6.8051, -1.1491], [-2.2032, -5.9923, 0.3729], [-0.9758, -5.0523, 0.2047], [0.5321, -5.9172, -0.1175], [-2.0495, -6.7776, 1.1446], [-3.0715, -5.3891, 0.7035], [-0.8778, -4.4667, 1.1181], [-1.1711, -4.3353, -0.5689], [-0.5993, -0.0273, -7.7756], [-1.5267, -1.4509, -7.0385], [-1.9371, -1.0969, -5.6618], [-3.3669, -0.0081, -5.7196], [-0.9418, -2.3679, -7.0675], [-2.4127, -1.5101, -7.6456], [-1.2056, -0.5615, -5.0857], [-2.2864, -1.9944, -5.1611], [-6.6116, 0.5704, 4.0248], [-5.2151, 0.4051, 2.9377], [-4.8120, 1.7490, 2.3487], [-3.3529, 1.4485, 1.4055], [-5.4861, -0.3387, 2.1685], [-4.3644, 0.0604, 3.4947], [-4.5900, 2.3903, 3.1775], [-5.6510, 2.0609, 1.7556], [-2.4419, 2.0146, 5.2001], [-1.2843, 3.4285, 4.9553], [-0.6252, 3.4167, 3.6260], [0.4884, 2.0638, 3.4569], [-0.4818, 3.1826, 5.6501], [-1.8016, 4.3689, 5.0988], [-0.0458, 4.3492, 3.6067], [-1.3640, 3.3707, 2.8351]], "mulliken_charge": [-1.47, 1.39, 0.01, 0.97, 1.13, -0.68, -0.71, 0.25, 0.35, 0.37, -0.39, -0.23, -1.04, 0.42, -0.39, -1.29, -0.03, -0.26, 1.21, -0.56, -0.64, -0.68, 0.33, 0.39, 0.30, 0.31, 0.25, 0.44, -0.06, 0.31, -0.98, -0.29, -0.06, 0.97, -0.84, -0.66, -0.47, 0.12, 0.37, 0.33, 0.33, 0.32, 0.09, 0.42, 0.42, -0.65, -0.42, -0.08, 0.96, -1.05, -0.63, -0.45, 0.48, -0.04, 0.11, 0.34, 0.40, 0.40, 0.36, 0.28, -1.64, -0.09, -0.16, 1.28, 0.09, -0.67, -0.66, 0.32, 0.41, 0.45, 0.20, 0.48, -0.17, -0.42, 0.56, 0.00, 0.68, 0.04, 0.22, -0.33, -0.24, -0.36, 0.02, -0.42, 0.09, 0.19, -0.24, 0.04, -0.21, 0.46, -1.06, 0.08, -0.11, 1.22, -1.18, -0.55, -0.66, 0.22, 0.39, 0.29, -0.08, 0.39, 0.39, 0.37, 0.33, -0.81, 0.80, -0.39, -0.54, 0.29, 0.32, 0.26, -0.22, -0.30, 0.31, -0.17, 0.39, 0.02, 0.01, 0.02, -0.19, -0.45, -0.10, -0.23, 0.35, 0.34, 0.11, 0.20, -0.23, 0.30, -0.89, 0.13, -0.01, -0.09, 0.37, 0.39, -0.13, -0.84, -0.10, -0.06, 0.40, 0.40, 0.34, -0.08]}

{"formula": "C6H13N3O2S", "method": "the ωB97M-V functional and the def2-TZVPD basis", "relative_energy_kcal_mol": 114.0, "gap_ev": 9.87, "homo_ev": -9.1, "elements": ["C", "C", "C", "C", "C", "C", "N", "N", "N", "O", "O", "S", "H", "H", "H", "H", "H", "H", "H", "H", "H", "H", "H", "H", "H"], "xyz": [[-0.2947, -2.6507, 0.3867], [2.7303, 0.7763, 0.3916], [0.6906, -1.5925, 0.7109], [1.4927, 1.0170, 1.1286], [-2.3636, 1.4287, -1.4318], [-1.2874, 0.4290, -1.0747], [0.4629, -1.9980, -0.6645], [1.6320, 1.5553, -0.1540], [0.2541, -0.3472, 1.1653], [-2.2444, -0.4992, 1.2145], [-1.1381, 1.6881, 1.2649], [-1.1926, 0.3564, 0.7386], [-0.0623, -3.6716, 0.6667], [-1.3418, -2.3882, 0.4302], [3.6405, 1.2657, 0.7231], [2.8844, -0.1712, -0.1066], [1.6153, -1.8945, 1.2003], [1.3107, 1.5345, 2.0462], [-2.5371, 1.4442, -2.5055], [-3.2903, 1.1654, -0.9247], [-2.0652, 2.4198, -1.0999], [-0.3029, 0.7220, -1.4249], [-1.5234, -0.5793, -1.3989], [1.2013, -2.5713, -1.0608], [1.7290, 2.5611, -0.2215]], "mulliken_charge": [-0.42, -0.31, -0.23, -0.30, -1.33, -0.26, -0.48, -0.32, -0.29, -0.70, -0.70, 1.12, 0.28, 0.19, 0.26, 0.23, 0.54, 0.43, 0.39, 0.35, 0.34, 0.40, 0.34, 0.25, 0.20]}

{"formula": "C2H6N4", "method": "the ωB97M-V functional and the def2-TZVPD basis", "relative_energy_kcal_mol": 84.1, "gap_ev": 10.00, "homo_ev": -9.2, "elements": ["C", "N", "C", "N", "N", "N", "H", "H", "H", "H", "H", "H"], "xyz": [[-1.3016, -0.3576, -0.6933], [1.1544, -0.9610, 1.0097], [-0.5038, 0.3363, 0.3476], [1.0579, 0.0237, 0.2103], [1.8325, 0.3308, -0.7378], [-0.9398, 1.1219, 1.1957], [2.0430, -1.4520, 0.8569], [1.4464, 1.1139, -1.2665], [-0.2982, 1.4695, 1.9012], [-1.4503, -1.3942, -0.3778], [-2.2678, 0.1375, -0.7965], [-0.7728, -0.3688, -1.6494]], "mulliken_charge": [-0.99, -0.78, 0.66, 0.81, -0.83, -0.58, 0.27, 0.24, 0.28, 0.26, 0.33, 0.34]}

{"formula": "C5H8N2O", "method": "the ωB97M-V functional and the def2-TZVPD basis", "relative_energy_kcal_mol": 240.1, "gap_ev": 6.83, "homo_ev": -9.3, "elements": ["C", "C", "C", "C", "C", "H", "H", "H", "H", "H", "H", "H", "H", "N", "N", "O"], "xyz": [[-0.9099, 0.0961, 1.7904], [0.0324, 0.8545, 0.9110], [0.2136, 0.4793, -0.4892], [-0.2326, -0.8737, -1.2831], [0.1577, 1.4580, -1.5938], [-1.8376, 0.5787, 1.5656], [-0.7382, -0.9032, 1.6010], [-1.0223, 0.6084, 2.8428], [-0.1511, 1.8170, 1.0285], [1.7046, -0.5770, 0.6098], [0.9139, -0.9204, -1.9193], [-1.3000, -1.0772, -1.6804], [1.4685, -2.4157, -1.2257], [1.3764, 0.3472, 0.4956], [-0.0189, 2.1597, -2.4571], [0.3435, -1.6316, -0.1959]], "mulliken_charge": [-1.25, -0.40, 1.22, -0.35, -0.03, 0.31, 0.48, 0.28, 0.45, 0.33, 0.23, 0.28, 0.33, -0.75, -0.46, -0.66]}

{"formula": "C41H63N2O6Si", "method": "the ωB97M-V functional and the def2-TZVPD basis", "relative_energy_kcal_mol": 0.0, "gap_ev": 8.54, "homo_ev": -12.0, "charge": 1, "elements": ["C", "C", "C", "C", "C", "C", "C", "C", "C", "C", "C", "C", "C", "C", "C", "C", "C", "C", "C", "C", "C", "C", "N", "C", "N", "C", "C", "O", "Si", "C", "C", "C", "C", "O", "H", "H", "H", "H", "H", "H", "H", "H", "H", "H", "H", "H", "H", "H", "H", "H", "H", "H", "H", "H", "H", "H", "H", "H", "H", "H", "H", "H", "H", "H", "H", "H", "H", "H", "H", "H", "H", "H", "H", "H", "H", "H", "H", "H", "H", "H", "H", "H", "H", "H", "H", "H", "H", "H", "H", "C", "C", "C", "O", "C", "C", "C", "O", "H", "H", "H", "H", "C", "C", "C", "O", "C", "C", "C", "O", "H", "H", "H", "H"], "xyz": [[6.8793, -2.4088, 1.1593], [7.8216, -2.3910, -0.0600], [7.5785, -1.2253, -1.0607], [8.6716, -0.1268, -0.8977], [8.1452, 1.3072, -0.6045], [6.9221, 1.3738, 0.3627], [5.6986, 1.9092, -0.4001], [4.5348, 2.4387, 0.4913], [4.4474, 1.7871, 1.8839], [3.0427, 1.7910, 2.5477], [2.2570, 3.1188, 2.4562], [1.4790, 3.3954, 1.1387], [0.9507, 2.1674, 0.3661], [-0.4774, 1.6639, 0.7873], [-0.5705, 1.2854, 2.2841], [-1.4581, 2.1691, 3.1564], [-1.2041, 3.4800, 3.5130], [-2.0362, 4.2016, 4.3346], [-3.1791, 3.6203, 4.8513], [-3.4600, 2.3191, 4.4855], [-2.6208, 1.6030, 3.6674], [-1.4563, 2.7381, 0.3119], [-2.7380, 2.0331, -0.0166], [-2.4987, 1.2445, -1.2665], [-2.6783, 2.1308, -2.4301], [-3.5122, 0.0755, -1.3857], [-4.8616, 0.3316, -0.6884], [-4.7882, -0.2557, 0.6079], [-6.2766, -0.3800, 1.4241], [-7.0126, 1.3690, 1.5369], [-5.8545, -1.0669, 3.1298], [-7.5021, -1.5535, 0.6109], [-1.0592, 0.6024, -1.2731], [-0.6473, 0.4060, 0.0784], [7.2348, -3.2047, 1.8325], [5.8640, -2.7153, 0.8775], [6.8944, -1.4894, 1.7534], [7.6999, -3.3435, -0.5942], [8.8498, -2.4053, 0.3210], [6.5552, -0.8372, -1.0302], [7.7130, -1.6640, -2.0586], [9.4411, -0.3821, -0.1616], [9.2024, -0.0639, -1.8591], [8.9729, 1.8673, -0.1496], [7.9093, 1.8161, -1.5465], [7.2058, 2.0751, 1.1610], [6.7360, 0.4108, 0.8436], [5.3409, 1.1513, -1.1145], [6.0196, 2.7553, -1.0227], [3.6146, 2.3464, -0.0940], [4.7390, 3.5098, 0.6471], [4.7187, 0.7269, 1.7565], [5.1619, 2.1905, 2.6085], [2.4691, 0.9147, 2.2184], [3.2158, 1.6136, 3.6202], [1.5999, 3.1900, 3.3319], [2.9856, 3.9342, 2.5744], [2.1628, 3.9221, 0.4627], [0.6498, 4.1003, 1.2984], [0.8146, 2.5051, -0.6737], [1.6503, 1.3309, 0.3095], [-0.9946, 0.2741, 2.3451], [0.4078, 1.2025, 2.7694], [-0.3179, 3.9948, 3.1485], [-1.8176, 5.2252, 4.6300], [-3.8395, 4.1661, 5.5188], [-4.3804, 1.8923, 4.8821], [-2.9191, 0.5780, 3.4447], [-1.1333, 3.1823, -0.6379], [-1.6003, 3.5763, 0.9942], [-3.5309, 2.6666, -0.1021], [-2.8868, 1.3315, 0.7254], [-3.1755, 1.6477, -3.1684], [-3.2438, 2.9435, -2.1984], [-3.0801, -0.8039, -0.8863], [-3.6641, -0.2404, -2.4238], [-5.6248, -0.2236, -1.2606], [-5.1777, 1.3881, -0.6905], [-7.9382, 1.3994, 0.9568], [-7.1523, 1.6288, 2.5917], [-6.2734, 2.0844, 1.1498], [-4.9074, -0.5833, 3.4173], [-5.6207, -2.1377, 3.0848], [-6.6520, -0.8531, 3.8465], [-7.0651, -2.2463, -0.1184], [-8.3165, -1.0047, 0.1172], [-7.9907, -2.1481, 1.3947], [-0.3422, 1.1376, -1.9069], [-1.1703, -0.3935, -1.7147], [-0.6738, -3.4926, -0.6160], [-1.1842, -3.4266, 0.6101], [-1.9146, -4.5733, 1.2047], [-2.3804, -4.5092, 2.3213], [-2.0520, -5.7973, 0.3766], [-1.5412, -5.8630, -0.8512], [-0.8108, -4.7159, -1.4442], [-0.3438, -4.7745, -2.5618], [-0.1382, -2.6626, -1.0611], [-1.0907, -2.5413, 1.2275], [-2.5871, -6.6240, 0.8262], [-1.6322, -6.7468, -1.4696], [-0.7719, -3.3273, -5.5482], [-0.7165, -4.2527, -6.5023], [-1.7090, -4.2790, -7.6054], [-1.6640, -5.1199, -8.4745], [-2.7638, -3.2321, -7.6013], [-2.8162, -2.3089, -6.6451], [-1.8228, -2.2864, -5.5463], [-1.8662, -1.4412, -4.6703], [-0.0597, -3.2915, -4.7340], [0.0445, -5.0222, -6.5197], [-3.4786, -3.2665, -8.4136], [-3.5771, -1.5387, -6.6246]], "mulliken_charge": [-1.07, -0.63, -0.37, -0.85, -0.92, 0.58, -1.09, 0.31, -0.69, -0.87, -0.77, -1.27, -1.61, 2.19, -0.94, 0.29, 0.34, -1.23, -0.53, -0.75, -0.43, -2.02, 0.40, 1.83, -0.56, -1.04, -1.38, -0.01, 0.53, -1.03, -0.87, -1.23, -1.60, -0.45, 0.39, 0.25, 0.23, 0.35, 0.32, 0.23, 0.41, 0.42, 0.37, 0.29, 0.39, 0.51, -0.65, 0.28, 0.37, -0.21, 0.28, 0.10, 0.37, 0.33, 0.52, 0.22, 0.61, 0.65, 0.52, 0.30, 1.00, 0.15, 0.38, 0.20, 0.43, 0.41, 0.42, 0.43, 0.40, 0.64, 0.60, 0.04, 0.38, 0.29, 0.16, 0.81, 0.59, 0.28, 0.31, 0.36, 0.23, 0.07, 0.33, 0.38, 0.32, 0.36, 0.36, 0.14, 0.44, -0.14, -0.25, 0.25, -0.55, -0.47, -0.42, 0.20, -0.51, 0.52, 0.51, 0.43, 0.44, -0.20, -0.40, 0.32, -0.53, -0.40, -0.34, 0.40, -0.49, 0.39, 0.42, 0.41, 0.41]}

{"formula": "C4H14N3", "method": "the ωB97M-V functional and the def2-TZVPD basis", "relative_energy_kcal_mol": 15.2, "gap_ev": 11.72, "homo_ev": -14.9, "charge": 1, "elements": ["C", "C", "H", "H", "H", "H", "H", "H", "C", "C", "N", "N", "N", "H", "H", "H", "H", "H", "H", "H", "H"], "xyz": [[0.4376, -2.2899, 0.9252], [1.6118, -1.9367, 1.8570], [0.5255, -3.3410, 0.6824], [-0.4551, -2.0895, 1.5011], [0.4624, -1.7522, -0.0231], [1.9230, -0.9018, 1.7154], [1.4413, -2.1012, 2.9099], [2.5125, -2.4956, 1.5874], [-1.7709, 0.1673, -0.0399], [-0.2427, 1.7026, -1.2209], [-0.8443, 0.5204, -1.1384], [-0.7305, 2.7600, -0.5643], [0.8228, 1.8781, -2.0424], [-0.2493, -0.2783, -1.3346], [-1.0550, 2.5866, 0.3753], [-0.2645, 3.6429, -0.7264], [1.1194, 1.0491, -2.5424], [0.7780, 2.6726, -2.6711], [-1.5575, -0.8259, 0.3400], [-2.7749, 0.2354, -0.4298], [-1.6894, 0.7971, 0.8394]], "mulliken_charge": [-0.28, -0.97, 0.34, 0.17, -0.15, 0.27, 0.30, 0.29, -0.82, 0.65, -0.18, -0.34, -0.45, 0.31, 0.23, 0.25, 0.24, 0.28, 0.20, 0.34, 0.30]}

Number 2 is which compound? C6H13N3O2S